(1)
Computed, not measured: C2H15NSi4 in the gas phase in a non-equilibrium geometry, with ωB97M-V/def2-TZVPD.

```
22
Properties=species:S:1:pos:R:3:forces:R:3:lowdin_charge:R:1
C 3.352 -0.203 -0.253 0.591 -0.266 -4.416 -0.344
Si 1.947 1.015 -0.551 -0.437 1.835 0.018 0.473
Si 0.355 -0.214 0.633 -3.677 -0.483 1.460 0.541
C 0.486 -2.169 1.052 0.054 0.114 -1.274 -0.279
N -1.603 0.249 -0.143 2.315 -1.008 1.624 -0.590
Si -2.128 -1.089 -1.099 -0.857 -0.672 2.727 0.413
Si -2.678 1.363 0.618 0.585 0.773 0.448 0.365
H 3.629 -0.382 0.704 0.414 -0.365 3.328 -0.029
H 3.047 -1.209 -0.690 0.160 1.208 0.445 0.047
H 4.329 0.031 -0.761 -0.952 0.033 0.218 0.040
H 1.553 1.310 -2.009 0.383 -0.614 0.875 -0.064
H 1.993 2.574 0.029 0.191 -2.280 -0.471 -0.033
H 0.156 0.205 2.104 0.275 0.381 -0.989 -0.043
H 1.445 -2.655 0.764 -0.474 0.503 0.229 0.015
H 0.229 -2.476 2.082 0.273 0.772 -0.278 0.026
H -0.288 -2.660 0.435 0.607 0.142 0.232 -0.067
H -1.809 -2.346 -0.237 -0.776 0.633 -1.143 -0.064
H -3.589 -1.148 -1.449 0.472 0.230 -0.014 -0.067
H -1.242 -1.005 -2.154 1.160 -0.429 -2.154 -0.100
H -3.561 0.977 1.857 0.605 0.041 -1.177 -0.078
H -3.418 1.808 -0.598 -0.513 0.066 0.520 -0.079
H -1.871 2.562 1.124 -0.398 -0.613 -0.206 -0.082
```
Forces are in eV/Å.

The SMILES is C[SiH2][Si@H](C)N([SiH3])[SiH3]. The calculation puts the orbital gap at 9.434 eV. As for the energy above the lowest of the compared OMol25 structures with the same formula, charge and spin: 110.2 kJ/mol. The calculation puts the total energy at -1297.844305 Eh.

(2)
Computed, not measured: a molecular structure, C2H15O14V in a non-equilibrium geometry, with ωB97M-V/def2-TZVPD.

```
32
Properties=species:S:1:pos:R:3:forces:R:3:lowdin_charge:R:1
O 12.043 19.384 10.764 0.438 2.604 1.218 -0.321
V 11.622 20.844 11.453 -1.505 -7.095 -2.473 0.929
C 13.374 20.390 13.190 -1.027 -0.942 -0.245 -0.733
O 13.603 20.871 12.090 5.257 1.678 -1.381 -0.034
O 14.249 19.843 14.053 -0.107 1.194 -0.478 0.115
O 12.157 20.282 13.388 -1.894 0.029 3.275 -0.045
H 15.138 19.866 13.665 0.083 -0.272 0.072 0.106
C 9.477 20.215 10.727 -1.423 -8.159 0.435 -0.805
O 9.908 20.213 12.014 -1.247 1.331 0.477 -0.175
O 10.221 20.929 10.032 0.246 3.847 -2.077 -0.111
O 8.824 19.162 10.285 0.784 4.568 1.398 -0.074
O 11.608 17.918 14.449 -0.256 -1.385 -0.173 -0.029
H 11.500 18.212 15.334 -0.323 0.076 1.306 0.001
H 11.795 18.742 14.017 -0.030 0.898 -1.039 -0.031
O 11.307 22.783 12.123 0.116 1.455 1.136 -0.055
H 10.912 22.920 13.012 0.203 -0.752 0.174 0.058
H 10.832 23.410 11.596 -0.368 0.402 -0.856 0.076
O 16.246 20.867 10.554 1.111 -2.023 0.735 -0.023
H 15.449 20.885 11.064 -1.258 0.124 0.594 -0.015
H 16.253 21.618 10.021 -0.077 1.912 -1.244 -0.009
O 16.215 18.224 13.118 0.734 0.171 0.620 -0.021
H 16.077 17.323 13.410 -0.155 -0.207 0.349 0.054
H 15.783 18.259 12.280 -0.475 0.060 -1.150 0.039
O 9.843 22.378 14.438 -0.093 1.183 0.027 -0.039
H 9.039 22.423 13.906 0.068 -0.524 0.108 0.062
H 9.970 21.466 14.690 0.050 -0.623 -0.328 0.051
O 14.197 17.647 15.700 0.362 0.573 0.131 -0.086
H 13.490 17.892 16.306 0.064 -0.288 -0.072 0.017
H 14.195 18.408 15.080 -0.070 -0.747 0.297 -0.008
O 12.540 21.837 9.808 0.911 1.548 -0.870 -0.060
H 13.276 21.727 9.201 0.152 -0.412 0.149 0.089
H 11.975 22.503 9.405 -0.271 -0.226 -0.117 0.078
```
Forces are in eV/Å.

As for the charge: -1. The calculation puts the orbital gap (alpha / beta) at 6.121 / 6.750 eV. As for the energy above the lowest of the compared OMol25 structures with the same formula, charge and spin: 59.3 kJ/mol. The calculation puts the total energy at -2082.719412 Eh. Its spin multiplicity is 2.